Computed, not measured: a molecular structure, C34H61Br21HgN3O3, with ωB97M-V/def2-TZVPD.

The energy above the lowest of the compared OMol25 structures with the same formula, charge and spin is 0.0 kcal per mole. The HOMO energy is -3.37 eV. As for the net charge: -1. For the energy, the calculation gives -55929.509957 hartree. Its LUMO energy is 0.03733 hartree.

Positions of all 123 atoms, in Å:
Hg 1.225 -0.006 -1.425
C -1.906 2.326 1.529
C -0.470 1.756 1.546
C 0.049 1.971 2.958
C -0.538 1.044 4.060
C -0.373 -0.390 3.582
C -0.763 -0.758 2.129
N -0.425 0.312 1.207
O -0.702 -0.097 -0.110
C -2.309 -1.010 2.209
C -0.068 -2.074 1.821
C 0.455 2.422 0.536
H -2.640 1.718 2.064
H -2.331 2.341 0.527
H -1.973 3.280 2.062
H -0.116 3.009 3.255
H 1.119 1.763 3.060
H -1.588 1.263 4.279
H 0.037 1.220 4.970
H -0.933 -1.016 4.282
H 0.683 -0.651 3.729
H -2.565 -1.883 1.598
H -2.896 -0.154 1.895
H -2.682 -1.351 3.180
H -0.449 -2.713 1.023
H -0.078 -2.713 2.709
H 0.970 -1.959 1.508
H 0.594 3.481 0.798
H 0.252 2.337 -0.527
H 1.492 2.116 0.695
C 0.382 -0.168 -5.733
C -0.166 -0.215 -4.316
C -1.683 -0.528 -4.400
C -2.061 -2.029 -4.339
C -1.393 -2.579 -3.096
C 0.117 -2.578 -3.232
N 0.566 -1.161 -3.436
O 1.967 -1.178 -3.660
C 0.585 -3.552 -4.319
C 0.599 -2.974 -1.811
C -0.164 1.207 -3.726
H 0.335 -1.164 -6.185
H 1.397 0.208 -5.830
H -0.280 0.420 -6.376
H -2.113 -0.234 -5.361
H -2.232 -0.045 -3.601
H -1.626 -2.462 -5.245
H -3.142 -2.173 -4.343
H -1.788 -3.549 -2.769
H -1.795 -1.918 -2.313
H 0.430 -3.226 -5.346
H -0.043 -4.446 -4.234
H 1.630 -3.800 -4.158
H 0.241 -2.297 -1.037
H 1.688 -3.064 -1.759
H 0.199 -3.984 -1.663
H -0.961 1.837 -4.143
H 0.749 1.767 -3.950
H -0.398 1.299 -2.659
C 2.975 3.742 -1.706
C 3.999 2.935 -0.909
C 4.108 3.678 0.445
C 4.745 2.845 1.547
C 4.146 1.467 1.680
C 3.953 0.683 0.337
N 3.395 1.595 -0.688
O 3.263 0.970 -1.966
C 2.953 -0.391 0.687
C 5.334 0.048 0.054
C 5.352 2.922 -1.628
H 1.963 3.544 -1.357
H 3.013 3.471 -2.762
H 3.218 4.805 -1.634
H 3.099 3.966 0.762
H 4.668 4.610 0.338
H 4.709 3.344 2.519
H 5.795 2.839 1.225
H 3.174 1.530 2.173
H 4.890 0.956 2.298
H 2.750 -1.130 -0.097
H 2.000 -0.046 1.113
H 3.336 -0.974 1.529
H 5.367 -0.990 0.398
H 6.188 0.538 0.528
H 5.548 0.023 -1.017
H 5.824 3.907 -1.620
H 5.365 2.468 -2.619
H 6.067 2.255 -1.132
C -5.390 3.884 1.037
Br -5.827 2.677 2.537
Br -5.913 5.687 1.446
Br -6.036 3.352 -0.722
H -4.310 3.858 0.941
C -2.916 0.106 6.496
Br -2.283 -0.730 8.155
Br -3.177 2.045 6.673
Br -4.496 -0.812 5.855
H -2.111 -0.024 5.785
C -3.134 5.931 -1.606
Br -2.547 4.049 -1.688
Br -2.209 6.952 -3.053
Br -2.871 6.847 0.127
H -4.173 6.023 -1.894
C 3.667 -4.064 3.106
Br 4.703 -2.450 3.561
Br 4.838 -5.635 3.403
Br 2.900 -3.926 1.305
H 2.804 -4.008 3.755
C -5.228 -3.772 1.609
Br -6.825 -4.815 1.165
Br -3.922 -4.107 0.200
Br -4.440 -4.086 3.369
H -5.545 -2.737 1.607
C -0.783 -7.303 1.143
Br -0.264 -7.961 2.873
Br -0.360 -5.389 0.844
Br -2.708 -7.668 0.884
H -0.304 -7.814 0.321
C -4.815 -0.665 -1.129
Br -5.693 -0.416 0.589
Br -3.736 0.884 -1.639
Br -6.105 -1.047 -2.532
H -4.091 -1.470 -1.132

Computed, not measured: 5 unconnected molecules or ions with the total composition C34H61N4O10P2S, with ωB97M-V/def2-TZVPD.

The HOMO energy is -10.19 eV. As for the net charge: +1. For the energy, the calculation gives -3384.056316 hartree. Its LUMO energy is -0.12604 hartree.

Positions of all 112 atoms, in Å:
C 1.294 -1.907 1.895
N 1.438 -2.865 0.788
C 0.386 -3.671 0.315
P -1.356 -3.830 0.875
S -1.910 -2.613 2.272
C 0.907 -4.379 -0.721
C 0.072 -5.345 -1.546
C 0.118 -5.009 -3.047
C -0.282 -3.542 -3.262
O -1.156 -3.032 -2.592
N 0.394 -2.835 -4.284
C 1.257 -1.814 -3.787
C 2.434 -1.550 -4.495
C 3.294 -0.553 -4.090
C 3.031 0.240 -2.974
C 1.875 -0.035 -2.265
C 1.005 -1.034 -2.670
N 2.256 -4.050 -0.861
P 3.310 -4.774 -2.062
O 2.885 -6.152 -2.331
C 2.516 -3.103 0.084
C 3.825 -2.425 0.281
C 5.010 -3.180 0.421
C 6.144 -2.376 0.567
C 6.032 -0.994 0.562
N 4.929 -0.246 0.472
C 3.869 -1.039 0.336
H 0.786 -2.447 2.705
H 0.615 -1.089 1.628
H 2.253 -1.564 2.286
H -2.125 -3.622 -0.297
H -1.569 -5.190 1.219
H -0.982 -5.252 -1.250
H 0.328 -6.396 -1.351
H -0.654 -5.627 -3.534
H 1.085 -5.194 -3.526
H 0.864 -3.469 -4.921
H 2.728 -2.107 -5.387
H 4.201 -0.317 -4.649
H 3.703 1.040 -2.671
H 1.614 0.565 -1.392
H 0.107 -1.182 -2.072
H 3.242 -3.917 -3.185
H 4.613 -4.834 -1.529
H 5.093 -4.263 0.399
H 7.126 -2.835 0.664
H 6.966 -0.427 0.646
H 2.907 -0.518 0.253
C -0.491 5.349 0.801
O -0.696 5.434 -0.601
C 0.421 4.990 -1.356
C 0.230 3.571 -1.855
O 0.177 2.637 -0.783
C -1.155 2.264 -0.446
H -1.458 5.422 1.290
H -0.024 4.405 1.091
H 0.138 6.182 1.133
H 1.341 5.076 -0.770
H 0.509 5.656 -2.219
H 1.091 3.297 -2.473
H -0.667 3.495 -2.476
H -1.538 1.537 -1.169
H -1.824 3.125 -0.409
H -1.135 1.799 0.540
C 4.014 -2.296 5.212
O 3.016 -3.094 4.587
C 3.558 -4.152 3.813
C 3.528 -5.474 4.555
O 4.372 -5.452 5.690
C 3.669 -5.223 6.904
H 3.535 -1.713 5.996
H 4.801 -2.905 5.660
H 4.456 -1.610 4.481
H 4.577 -3.907 3.492
H 2.933 -4.239 2.913
H 3.906 -6.259 3.892
H 2.504 -5.739 4.838
H 3.173 -6.143 7.228
H 2.930 -4.426 6.806
H 4.395 -4.932 7.662
C -3.425 -1.299 -1.502
O -3.489 0.111 -1.673
C -3.916 0.490 -2.975
C -5.387 0.855 -3.001
O -6.210 -0.265 -2.709
C -6.658 -0.287 -1.364
H -3.383 -1.503 -0.428
H -4.302 -1.801 -1.917
H -2.520 -1.692 -1.976
H -3.700 -0.305 -3.697
H -3.331 1.370 -3.260
H -5.649 1.188 -4.010
H -5.596 1.678 -2.311
H -7.483 0.420 -1.232
H -5.858 -0.046 -0.660
H -7.020 -1.292 -1.146
C -6.348 8.027 0.561
O -5.691 9.283 0.571
C -5.148 9.615 1.841
C -3.661 9.327 1.909
O -3.388 7.936 1.799
C -2.989 7.552 0.493
H -6.472 7.722 -0.477
H -5.773 7.261 1.085
H -7.336 8.119 1.023
H -5.682 9.088 2.638
H -5.303 10.688 1.985
H -3.284 9.648 2.884
H -3.121 9.887 1.139
H -1.942 7.825 0.329
H -3.611 8.011 -0.279
H -3.086 6.471 0.414

Computed, not measured: 3 unconnected molecules or ions with the total composition C34H62F3N4O5PS, with ωB97M-V/def2-TZVPD.

The HOMO energy (alpha / beta) is -8.14 / -8.43 eV. As for the net charge: 0. Its spin multiplicity is 3. For the energy, the calculation gives -2966.840432 hartree. Its LUMO energy (alpha / beta) is 0.02085 / 0.01575 hartree.

Positions of all 110 atoms, in Å:
C -1.921 -5.310 3.626
C -1.454 -4.156 4.062
C -2.177 -2.895 3.794
O -3.302 -2.686 4.063
O -1.405 -1.941 3.208
C -1.158 -2.206 1.817
C -0.603 -0.968 1.155
C -0.903 -0.972 -0.339
C -0.360 -2.201 -1.090
C -1.351 -3.353 -1.281
C -1.004 -4.241 -2.504
P -0.599 -5.940 -1.955
C 1.225 -5.516 -1.551
C 2.085 -5.167 -2.744
S 3.896 -5.246 -2.534
C 4.196 -3.999 -1.376
N 5.332 -3.817 -0.800
N 5.168 -2.682 -0.003
C 3.968 -2.300 -0.190
O 3.251 -3.073 -1.055
C -2.397 -6.603 -2.212
C -2.660 -7.207 -3.588
C -3.641 -6.463 -4.473
F -4.390 -5.565 -3.812
F -3.016 -5.750 -5.436
F -4.494 -7.296 -5.100
H -2.869 -5.374 3.108
H -1.372 -6.231 3.776
H -0.514 -4.096 4.593
H -0.486 -3.061 1.708
H -2.110 -2.469 1.344
H 0.480 -0.915 1.294
H -1.034 -0.082 1.618
H -0.506 -0.065 -0.788
H -1.987 -0.925 -0.477
H -0.015 -1.875 -2.071
H 0.530 -2.560 -0.564
H -2.353 -2.942 -1.398
H -1.367 -3.958 -0.372
H -0.174 -3.793 -3.045
H -1.844 -4.275 -3.197
H -0.135 -6.937 -2.869
H -0.733 -6.274 -0.576
H 1.226 -4.729 -0.799
H 1.634 -6.412 -1.073
H 1.925 -5.904 -3.535
H 1.870 -4.185 -3.161
H 3.468 -1.457 0.259
H -3.093 -5.796 -1.987
H -2.553 -7.360 -1.441
H -3.034 -8.225 -3.503
H -1.731 -7.272 -4.165
C -3.116 2.653 4.308
C -1.597 2.511 4.585
C -1.224 3.210 5.895
C -1.227 4.733 5.812
C -0.363 5.211 4.652
C -0.752 4.586 3.312
N -0.774 3.089 3.460
O 0.393 2.557 3.357
C -2.115 5.115 2.842
C 0.283 4.987 2.267
C -1.293 1.024 4.693
H -3.312 2.919 3.272
H -3.619 1.705 4.489
H -3.589 3.404 4.943
H -0.232 2.870 6.206
H -1.927 2.876 6.661
H -2.248 5.109 5.710
H -0.843 5.146 6.746
H -0.414 6.297 4.554
H 0.681 4.960 4.863
H -2.424 4.617 1.921
H -2.022 6.182 2.635
H -2.907 4.998 3.575
H 1.294 4.763 2.599
H 0.214 6.064 2.106
H 0.120 4.479 1.315
H -1.517 0.513 3.760
H -1.923 0.590 5.470
H -0.254 0.831 4.950
C 1.605 5.169 -4.326
C 1.026 4.396 -3.114
C 1.520 4.996 -1.794
C 2.975 4.670 -1.460
C 3.233 3.171 -1.540
C 2.838 2.586 -2.894
N 1.409 2.948 -3.174
O 0.574 2.175 -2.577
C 3.782 3.092 -3.995
C 2.951 1.072 -2.864
C -0.492 4.495 -3.172
H 1.967 4.493 -5.098
H 0.832 5.783 -4.786
H 2.426 5.831 -4.048
H 0.884 4.630 -0.983
H 1.385 6.079 -1.834
H 3.651 5.208 -2.130
H 3.199 5.026 -0.453
H 4.288 2.951 -1.362
H 2.665 2.665 -0.753
H 3.455 2.739 -4.974
H 4.780 2.696 -3.808
H 3.869 4.174 -4.034
H 2.391 0.645 -2.038
H 4.001 0.804 -2.742
H 2.586 0.633 -3.794
H -0.883 4.006 -4.066
H -0.761 5.550 -3.207
H -0.965 4.045 -2.303

Computed, not measured: 3 unconnected molecules or ions with the total composition C34H62FN3O10P3S, with ωB97M-V/def2-TZVPD.

The HOMO energy is -10.41 eV. As for the net charge: +1. For the energy, the calculation gives -3770.644845 hartree. Its LUMO energy is -0.14505 hartree.

Positions of all 114 atoms, in Å:
C -3.107 -0.140 7.415
C -4.346 -0.801 6.643
O -4.226 -0.803 5.196
C -4.554 0.502 4.668
C -3.811 0.892 3.301
C -2.219 0.733 3.281
N -1.750 0.843 4.700
C -1.506 2.091 5.083
C -2.568 3.266 5.292
C 0.036 2.476 5.431
C -1.647 1.766 2.187
C -2.335 1.870 0.743
O -2.481 3.260 0.375
C -1.931 3.520 -0.924
C -2.650 2.981 -2.184
C -2.071 3.271 -3.607
C -2.897 2.718 -4.888
C -0.746 4.062 -3.853
C -0.032 4.604 -2.576
C -0.627 4.354 -1.143
C 0.194 5.015 0.080
C 1.316 4.027 0.677
C -0.773 5.671 1.209
N -0.178 1.382 2.262
C -0.010 0.096 2.626
C 1.450 -0.487 2.809
C 2.145 0.052 4.178
F 2.357 -0.068 1.743
C -1.489 -0.605 2.789
N -1.669 -1.135 1.406
C -2.884 -1.453 1.116
S -4.370 -2.161 0.845
P -1.594 -2.178 3.906
C -0.187 -2.165 5.208
C -1.287 -3.756 2.915
C 0.068 -3.806 2.060
H -3.077 -0.441 8.532
H -3.171 1.017 7.430
H -2.082 -0.384 6.971
H -5.300 -0.302 7.027
H -4.399 -1.899 6.993
H -4.465 1.288 5.499
H -5.685 0.468 4.409
H -4.019 2.024 3.156
H -4.383 0.378 2.458
H -3.126 3.593 4.354
H -3.271 2.949 6.154
H -2.028 4.207 5.689
H 0.068 3.597 5.717
H 0.725 2.364 4.533
H 0.380 1.913 6.367
H -1.577 2.886 2.478
H -1.618 1.337 0.005
H -3.336 1.334 0.643
H -3.623 2.370 -2.094
H -3.973 2.525 -4.549
H -2.935 3.611 -5.615
H -2.397 1.803 -5.361
H -0.331 4.227 -4.914
H 0.945 5.193 -2.726
H 0.756 5.910 -0.391
H 1.254 2.995 0.160
H 1.138 3.919 1.818
H 2.369 4.486 0.563
H -1.790 5.885 0.727
H -0.253 6.651 1.528
H -0.850 5.019 2.148
H 0.661 1.964 2.125
H 1.530 -1.620 2.853
H 2.979 -0.663 4.533
H 2.545 1.116 4.018
H 1.401 0.113 5.049
H -0.457 -3.027 5.933
H -0.147 -1.205 5.816
H 0.825 -2.472 4.750
H -2.207 -3.906 2.228
H -1.294 -4.674 3.619
H 0.943 -3.956 2.787
H 0.058 -4.755 1.397
H 0.233 -2.930 1.351
C 2.185 0.829 -5.857
O 0.820 0.414 -5.900
P 0.463 -0.740 -7.129
O -1.029 -0.540 -6.918
O 1.005 -1.948 -6.147
C 0.621 -1.990 -4.782
O 0.170 -1.886 -8.369
C 1.193 -2.832 -8.667
H 2.351 1.385 -4.934
H 2.856 -0.033 -5.876
H 2.399 1.478 -6.709
H -0.355 -1.528 -4.616
H 1.375 -1.482 -4.173
H 0.578 -3.032 -4.466
H 1.181 -3.643 -7.936
H 2.174 -2.355 -8.679
H 0.995 -3.262 -9.651
C 3.212 -5.881 -4.422
O 4.074 -5.448 -5.473
P 4.682 -3.848 -5.284
O 5.183 -3.846 -6.717
O 5.865 -4.404 -4.280
C 6.599 -5.572 -4.618
O 5.232 -2.236 -5.065
C 5.489 -1.789 -3.738
H 3.054 -6.955 -4.523
H 3.657 -5.679 -3.445
H 2.251 -5.368 -4.501
H 6.664 -5.716 -5.699
H 6.132 -6.447 -4.160
H 7.605 -5.475 -4.212
H 6.461 -2.152 -3.400
H 4.706 -2.126 -3.056
H 5.516 -0.697 -3.736